(1)
The following is a DFT calculation (ωB97M-V/def2-TZVPD) of a cluster of 2 separate species, C4H12S in total at a distorted geometry.

Results
total charge = 0
relative energy (zero: lowest compared OMol25 entry of this formula, charge and spin) = 37.52 kcal/mol
maximum force = 0.086 Eh/bohr
structure (SMILES) = CSC.CC

Geometry as XYZ:
```
17
C4H12S (ωB97M-V/def2-TZVPD)
C 2.349 1.030 -0.226
S 0.802 0.444 0.484
C 1.544 -1.128 1.062
H 3.235 0.734 0.321
H 2.495 0.646 -1.142
H 2.355 2.044 -0.472
H 0.755 -1.802 1.765
H 2.288 -0.841 1.784
H 1.798 -1.940 0.251
C -2.380 0.267 -1.304
C -3.076 -0.881 -0.429
H -1.288 0.272 -1.248
H -2.676 0.320 -2.382
H -2.794 1.193 -0.814
H -3.310 -1.963 -0.686
H -4.003 -0.523 -0.084
H -2.304 -0.968 0.344
```

Atomic partial charges in e from the Löwdin method, atoms 1 to 5: number 1, C, carries -0.42; number 2, S, carries 0.74; number 3, C, carries -0.46; number 4, H, carries 0.04; number 5, H, carries -0.01

---

(2)
The following is a DFT calculation (ωB97M-V/def2-TZVPD) of a cluster of 2 separate species, C4H12S in total at a distorted geometry.

Results
total charge = 0
relative energy (zero: lowest compared OMol25 entry of this formula, charge and spin) = 25.25 kcal/mol
maximum force = 0.095 Eh/bohr
structure (SMILES) = CCS.CC

Geometry as XYZ:
```
17
C4H12S (ωB97M-V/def2-TZVPD)
C -1.310 -2.205 -0.429
C 0.128 -1.949 -0.322
S 0.711 -0.792 1.106
H -1.548 -3.206 -0.339
H -1.669 -1.693 -1.383
H -1.924 -1.559 0.235
H 0.636 -2.915 -0.110
H 0.509 -1.516 -1.239
H -0.202 -1.036 2.097
C 0.198 2.919 0.033
C -0.198 2.629 -1.426
H -0.640 2.560 0.585
H 0.494 3.918 0.342
H 1.131 2.354 0.204
H -1.283 2.634 -1.313
H 0.186 3.192 -2.245
H 0.035 1.582 -1.667
```

Atomic partial charges in e from the Löwdin method, atoms 1 to 5: number 1, C, carries -0.20; number 2, C, carries -0.56; number 3, S, carries 0.62; number 4, H, carries 0.04; number 5, H, carries 0.10

---

(3)
The following is a DFT calculation (ωB97M-V/def2-TZVPD) of a cluster of 2 separate species, C4H12S2 in total at a distorted geometry.

Results
total charge = 0
relative energy (zero: lowest compared OMol25 entry of this formula, charge and spin) = 12.46 kcal/mol
maximum force = 0.034 Eh/bohr
structure (SMILES) = CSC.CSC

Geometry as XYZ:
```
18
C4H12S2 (ωB97M-V/def2-TZVPD)
C 2.694 0.342 -0.327
S 1.800 -1.023 -1.092
C 0.386 -0.163 -1.904
H 2.942 1.076 -1.098
H 2.147 0.830 0.478
H 3.649 -0.052 0.013
H 0.685 0.881 -1.957
H -0.426 -0.292 -1.217
H 0.281 -0.561 -2.905
C -1.869 1.611 0.282
S -2.059 -0.089 0.896
C -0.759 -0.144 2.172
H -2.840 2.107 0.274
H -1.240 2.192 0.951
H -1.484 1.589 -0.724
H -1.039 -0.971 2.813
H -0.863 0.761 2.750
H 0.227 -0.298 1.746
```

Atomic partial charges in e from the Löwdin method, atoms 1 to 5: number 1, C, carries -0.45; number 2, S, carries 0.71; number 3, C, carries -0.39; number 4, H, carries 0.03; number 5, H, carries 0.02